{
  "formula": "C8H9NO4",
  "method": "the ωB97M-V functional and the def2-TZVPD basis",
  "symbols": ["C", "N", "C", "O", "C", "O", "C", "C", "C", "C", "C", "O", "O", "H", "H", "H", "H", "H", "H", "H", "H", "H"],
  "xyz": [[2.804, 1.523, -0.036], [1.548, 0.804, 0.010], [1.079, 0.254, 1.208], [1.466, -1.111, 1.358], [1.604, -1.661, 0.169], [1.776, -2.833, -0.018], [1.302, -0.248, -0.956], [-0.144, -0.425, -1.202], [-1.319, -0.549, -1.303], [-2.716, -0.648, -1.045], [-3.036, -0.107, 0.332], [-2.180, 0.425, 0.988], [-4.337, -0.084, 0.596], [3.117, 1.777, -1.066], [2.778, 2.426, 0.655], [3.777, 1.067, 0.382], [1.443, 0.656, 2.117], [-0.018, 0.250, 1.125], [2.017, -0.228, -1.831], [-3.373, -0.177, -1.841], [-3.084, -1.628, -1.101], [-4.503, 0.517, 1.459]],
  "forces_ev_per_angstrom": [[2.25, 0.58, 1.33], [0.68, 0.37, -1.20], [-1.61, 0.16, 0.65], [0.56, -0.66, -0.32], [-0.31, 0.12, -1.89], [0.05, 1.09, -0.35], [0.97, -2.17, 1.28], [2.20, 0.43, -0.64], [-0.23, -0.13, 0.05], [-1.75, 0.86, -1.00], [0.83, 1.55, -0.82], [-0.59, -0.21, 0.83], [-1.08, 1.62, 2.82], [-0.72, 0.23, 0.49], [-0.50, -0.71, -1.30], [-1.45, -0.50, -0.44], [0.20, 1.25, 0.60], [0.32, 0.10, 0.59], [-1.12, -0.15, 0.96], [0.79, 0.07, 1.03], [-0.25, -1.83, 0.04], [0.78, -2.07, -2.71]],
  "spin_multiplicity": 1,
  "relative_energy_kj_mol": 146.0,
  "e_tot_ev": -18118.82395,
  "charge": 0,
  "homo_ha": -0.3195,
  "smiles": "CN1COC(=O)[C@H]1C#CCC(=O)O",
  "orbital_gap_ev": 9.088
}